151
Properties=species:S:1:pos:R:3:forces:R:3:lowdin_charge:R:1 method="wB97M-V/def2-TZVPD" e_lumo_ev=1.87 energy_ha=-3888.37498 gap_ev=9.26 e_homo_ev=-7.4 charge=-1 e_above_lowest_kj_mol=11.5
Cl 1.356 -1.270 -1.193 1.967 -0.809 0.644 0.71
O 0.612 -1.907 -0.086 0.781 0.336 -1.618 -0.35
O 2.381 -0.408 -0.618 -1.035 0.004 -0.255 -0.36
O 2.109 -2.250 -2.054 -1.536 0.786 1.286 -0.39
O 0.450 -0.546 -2.043 -0.079 -0.109 0.061 -0.37
C -3.880 -1.156 -0.116 1.840 -1.968 1.246 -0.10
C -4.611 -0.350 -1.069 -0.542 3.703 -1.920 -0.34
O -5.933 -0.836 -1.296 0.510 -0.488 1.007 -0.09
H -3.274 -1.933 -0.645 -0.717 0.140 0.515 0.09
H -4.556 -1.595 0.611 -0.227 -0.394 -0.046 0.08
H -3.144 -0.657 0.524 -0.144 0.561 -0.414 0.06
H -3.991 -0.179 -2.007 -0.970 -0.689 0.588 0.12
H -4.730 0.727 -0.736 0.134 -0.959 0.178 0.11
H -6.178 -0.752 -2.217 0.006 0.083 -0.710 0.02
C 4.913 -3.759 0.201 -1.389 0.100 -0.597 -0.07
C 5.110 -5.176 -0.345 1.133 1.398 2.047 -0.31
O 6.481 -5.374 -0.620 1.059 -0.275 0.232 -0.10
H 4.029 -3.725 0.873 0.659 0.235 -0.285 0.09
H 4.758 -3.038 -0.610 -0.257 -0.210 0.051 0.07
H 5.805 -3.384 0.664 0.434 -0.085 0.833 0.05
H 4.597 -5.278 -1.239 -0.999 -0.474 -1.718 0.08
H 4.768 -5.894 0.389 -0.219 -0.416 0.111 0.10
H 6.979 -5.151 0.193 -0.462 -0.219 -0.697 0.09
C 2.126 -1.252 7.836 -0.594 -0.102 -2.629 -0.06
C 1.569 -1.150 6.384 0.622 -2.437 1.077 -0.34
O 0.229 -0.937 6.525 -2.842 1.008 0.665 -0.08
H 1.954 -0.285 8.208 -0.132 1.228 1.020 0.05
H 3.168 -1.454 7.791 0.935 -0.328 0.232 0.06
H 1.559 -1.977 8.348 -0.412 -0.887 0.884 0.06
H 1.598 -2.124 5.839 1.236 0.692 0.059 0.12
H 2.088 -0.330 5.969 0.556 0.792 -1.332 0.09
H -0.285 -0.929 5.707 0.591 0.098 0.012 0.09
C -7.384 1.701 1.236 -0.648 -0.429 0.930 -0.09
C -6.635 0.581 1.951 -0.057 -0.332 -0.694 -0.31
O -7.085 -0.709 1.477 0.154 0.214 0.323 -0.11
H -7.065 2.663 1.620 -0.275 0.282 0.342 0.06
H -8.480 1.498 1.383 0.918 0.518 -0.021 0.09
H -7.213 1.763 0.193 0.352 -0.318 -1.189 0.05
H -6.974 0.654 2.992 0.359 -0.341 -0.002 0.10
H -5.511 0.665 1.920 -1.166 -0.017 -0.149 0.09
H -7.039 -0.779 0.505 0.393 0.383 0.323 0.05
C 8.201 -2.166 -1.645 0.902 0.028 1.055 -0.10
C 9.038 -3.301 -2.324 -2.060 1.772 0.316 -0.32
O 10.170 -3.623 -1.556 0.689 0.712 -1.270 -0.06
H 7.367 -1.869 -2.296 0.301 0.114 0.272 0.07
H 8.852 -1.298 -1.320 -0.707 -0.765 -0.824 0.09
H 7.797 -2.546 -0.684 -0.070 0.093 -0.529 0.05
H 9.275 -2.858 -3.316 0.487 -0.984 0.510 0.11
H 8.296 -4.119 -2.381 0.753 -0.076 -0.475 0.10
H 9.910 -4.251 -0.912 -0.336 -0.910 0.935 0.06
C 0.164 4.268 6.889 1.513 1.125 -1.946 -0.08
C 1.359 3.505 6.333 -0.414 -0.867 -0.905 -0.31
O 0.948 2.545 5.351 -0.460 0.266 -0.013 -0.13
H -0.315 4.862 6.077 0.031 -0.644 0.410 0.09
H 0.591 5.007 7.520 0.060 0.795 1.125 0.05
H -0.519 3.650 7.394 -0.881 -0.801 0.595 0.06
H 1.948 3.015 7.115 -0.554 -0.492 0.100 0.10
H 2.131 4.090 5.853 -0.060 1.098 -0.108 0.10
H 0.287 2.946 4.722 0.851 -0.640 0.715 0.06
C 4.093 -3.047 -6.147 -0.253 0.333 1.269 -0.06
C 3.638 -3.491 -4.731 0.452 0.256 -1.636 -0.29
O 2.252 -3.599 -4.811 -1.265 -0.016 0.721 -0.13
H 5.148 -3.121 -6.258 0.990 -0.010 0.031 0.06
H 3.819 -2.009 -6.268 -0.045 0.400 -0.073 0.06
H 3.656 -3.575 -6.973 -0.482 -0.653 -0.072 0.07
H 3.918 -2.753 -3.987 0.248 0.139 0.164 0.10
H 4.021 -4.460 -4.466 0.627 -0.458 0.164 0.11
H 1.889 -3.832 -3.938 0.055 -0.105 -0.057 0.06
C 0.098 -5.622 -0.047 -1.194 0.407 -1.263 -0.08
C 0.615 -5.784 -1.437 -1.403 -1.045 -1.370 -0.33
O 0.624 -4.559 -2.134 0.421 -0.304 -0.550 -0.10
H 0.893 -5.418 0.595 1.055 0.456 1.522 0.05
H -0.386 -6.548 0.158 -0.387 -0.652 0.925 0.06
H -0.647 -4.808 -0.074 0.290 -0.342 0.329 0.10
H -0.133 -6.437 -1.980 0.911 0.652 0.240 0.13
H 1.570 -6.321 -1.457 0.134 0.206 -0.111 0.11
H 1.127 -3.938 -1.607 0.231 0.543 0.047 0.02
C -1.054 7.044 1.743 0.752 0.369 0.891 -0.10
C -1.234 5.548 1.672 0.251 0.151 0.266 -0.35
O -0.572 5.023 0.548 -0.093 -0.744 -0.988 -0.11
H 0.011 7.354 1.524 -1.171 -0.294 0.389 0.09
H -1.377 7.352 2.763 0.472 0.124 -0.538 0.08
H -1.737 7.517 1.062 -0.086 0.407 -0.550 0.06
H -2.297 5.382 1.557 -0.320 -0.354 0.390 0.09
H -0.851 5.098 2.616 -0.263 -0.092 -0.645 0.11
H -1.225 4.562 -0.044 0.624 0.355 0.701 0.04
C -3.818 0.396 5.640 -0.412 -0.817 -0.339 -0.08
C -3.893 -0.387 4.322 -0.685 0.966 0.928 -0.28
O -3.566 0.508 3.270 0.014 -0.749 -0.562 -0.16
H -4.016 -0.239 6.496 -0.295 -0.094 0.178 0.07
H -4.564 1.171 5.552 -0.450 0.263 0.307 0.07
H -2.894 0.888 5.832 1.058 0.259 -0.167 0.06
H -4.946 -0.791 4.296 0.940 0.280 -0.611 0.12
H -3.190 -1.209 4.257 0.082 -0.223 0.065 0.11
H -3.817 1.432 3.442 -0.174 -0.022 0.217 0.03
C -1.553 2.844 -1.911 0.203 0.613 -1.307 -0.58
O -2.243 3.529 -1.136 0.331 -0.540 -1.039 -0.03
N -0.556 2.042 -1.478 0.362 -1.398 0.595 0.17
N -1.634 2.891 -3.340 0.398 -0.638 2.596 0.16
H -0.137 1.291 -2.091 -0.729 1.271 1.134 0.08
H -0.599 1.832 -0.464 0.128 0.141 -1.123 0.10
H -0.722 2.680 -3.734 -0.235 0.015 -0.556 0.05
H -2.006 3.764 -3.622 -0.404 0.794 -0.492 0.08
C 3.727 4.624 -1.015 -0.644 -0.737 0.120 -0.68
O 4.920 4.441 -1.174 -0.002 0.236 0.164 0.01
N 3.097 5.798 -1.374 0.223 -0.468 -0.002 0.14
N 2.912 3.615 -0.489 -1.011 0.110 -0.092 0.13
H 3.699 6.586 -1.572 -0.272 -0.317 0.051 0.10
H 2.141 5.949 -1.109 -0.066 0.184 0.165 0.08
H 1.855 3.569 -0.544 2.042 0.314 0.146 0.10
H 3.416 2.787 -0.161 -0.480 0.585 -0.470 0.10
C -1.059 -2.953 -5.356 1.131 -0.038 0.125 -0.64
O -2.238 -3.072 -5.612 -1.640 -0.160 -0.350 0.00
N -0.100 -3.505 -6.163 -0.478 2.218 2.055 0.19
N -0.618 -2.220 -4.287 2.947 -0.877 -0.874 0.19
H -0.404 -4.081 -6.853 -1.031 -1.767 -2.134 0.06
H 0.836 -3.537 -5.860 1.150 -0.122 0.209 0.03
H 0.367 -2.430 -3.982 -1.666 0.595 -0.264 0.08
H -1.257 -2.073 -3.558 -0.900 0.263 0.924 0.08
C -5.116 -1.201 -4.452 3.227 0.509 0.611 -0.59
O -6.109 -0.762 -3.934 -1.966 0.361 -0.052 0.01
N -4.116 -0.240 -4.898 -0.931 -2.113 -0.021 0.14
N -4.760 -2.542 -4.323 1.807 2.052 -1.700 0.17
H -3.536 -0.566 -5.646 0.486 -0.204 -0.167 0.06
H -4.393 0.728 -5.025 -0.496 -0.525 0.247 0.09
H -3.857 -2.951 -4.661 -1.027 0.789 0.175 0.07
H -5.456 -3.107 -3.938 -1.020 -0.814 0.589 0.08
C -4.315 3.800 2.023 2.047 -1.824 -0.254 -0.67
O -5.003 4.777 1.969 -0.923 0.847 -0.067 0.06
N -3.702 3.361 3.213 1.555 -0.546 0.562 0.12
N -4.046 2.961 0.952 -0.870 1.719 -0.383 0.18
H -3.952 3.964 3.962 -0.392 0.562 0.585 0.09
H -2.647 3.180 3.297 -1.730 0.067 -0.978 0.11
H -3.313 2.293 1.009 0.580 -0.457 0.393 0.07
H -4.007 3.479 0.072 -0.186 -0.484 0.320 0.09
C 1.753 1.538 -4.516 -1.699 -0.875 -0.662 -0.64
O 0.902 2.072 -5.217 0.118 0.383 -0.202 0.00
N 2.194 2.173 -3.382 0.336 -0.889 -0.426 0.17
N 2.141 0.227 -4.782 0.391 1.385 -1.000 0.18
H 1.941 3.141 -3.356 0.018 0.259 -0.023 0.09
H 3.121 1.964 -3.079 0.451 -0.095 0.447 0.09
H 1.693 -0.289 -5.531 -0.288 0.849 0.049 0.10
H 2.287 -0.369 -4.035 0.611 -1.083 1.991 0.03
C -0.310 1.474 2.438 2.645 1.743 0.374 -0.73
O -0.747 2.354 3.164 -0.802 1.221 1.008 -0.01
N 0.991 1.472 2.019 0.798 0.811 -0.594 0.17
N -0.996 0.467 2.027 -1.589 -3.289 -1.914 0.20
H 1.164 0.840 1.210 0.711 1.152 0.989 0.08
H 1.504 2.370 2.220 -0.652 -1.718 -0.791 0.14
H -0.582 -0.208 1.357 -0.745 0.476 0.991 0.11
H -1.897 0.340 2.472 -0.433 -0.242 -0.241 0.07